C20H60O10 | wB97M-V/def2-TZVPD

XYZ file:
```
90
Properties=species:S:1:pos:R:3:forces:R:3
C -1.2534 -3.4846 3.4100 -0.38 2.49 0.81
C -0.1361 -3.3958 2.4082 -0.53 -0.76 0.13
O 0.7010 -4.5328 2.5127 0.42 -0.32 -0.94
H -2.0217 -4.2509 3.3691 0.48 -0.42 -0.34
H -1.7717 -2.5241 3.2615 -0.40 -0.16 0.04
H -0.8837 -3.3362 4.4293 0.07 -0.59 0.07
H 0.4214 -2.4579 2.4900 0.01 -0.03 0.30
H -0.6132 -3.3478 1.4261 0.52 -0.44 -0.23
H 1.2447 -4.5044 3.3025 -0.14 0.27 0.13
C -4.8748 -2.9150 0.1281 -0.12 -0.54 1.60
C -3.4231 -2.5675 0.4543 -0.18 0.36 -1.31
O -2.9789 -1.9392 -0.7435 0.21 0.54 -0.43
H -4.8880 -3.8829 -0.3702 -0.29 0.00 0.04
H -5.4908 -2.2199 -0.4366 0.69 0.42 -0.25
H -5.3713 -2.9618 1.1051 -0.25 -0.59 -0.17
H -2.8584 -3.4861 0.6423 -0.03 -0.06 0.03
H -3.3151 -1.9465 1.3477 -0.06 0.31 -0.19
H -2.0578 -1.6217 -0.8133 0.08 -0.17 0.88
C 3.0609 -5.4911 -2.3799 0.70 0.83 1.00
C 3.2954 -4.0118 -2.7378 0.22 -0.20 -0.16
O 2.5305 -3.1948 -1.8531 -0.09 0.01 -0.07
H 2.0089 -5.6974 -2.1903 -0.12 -0.13 -0.76
H 3.4889 -5.6060 -1.3749 0.16 -0.09 -0.01
H 3.6008 -6.2141 -2.9864 -0.37 0.02 -0.34
H 3.0741 -3.7324 -3.7682 -0.66 -0.17 0.09
H 4.3465 -3.7130 -2.6548 0.14 -0.40 0.25
H 2.7095 -3.5535 -0.9764 -0.14 0.19 0.10
C -3.3054 2.2455 0.1364 -0.41 0.64 -1.19
C -4.3380 2.4461 -0.9889 -0.31 -0.69 0.51
O -3.8345 2.0404 -2.2539 0.49 0.06 0.21
H -3.7940 2.6473 1.0231 0.31 -0.19 0.28
H -2.4098 2.8257 -0.0958 0.06 0.06 0.19
H -3.0160 1.2032 0.2488 -0.20 -0.06 0.06
H -4.7054 3.4752 -1.0219 0.27 0.16 0.03
H -5.2033 1.8246 -0.7351 -0.10 -0.01 -0.05
H -4.4720 2.2479 -2.9419 -0.02 -0.02 0.01
C -2.2279 -5.9391 -3.4190 -1.28 -0.67 -0.50
C -2.4073 -4.9563 -2.2680 0.66 -0.54 -0.48
O -2.3628 -3.6591 -2.7891 0.25 0.65 -0.30
H -2.9139 -5.6401 -4.2172 0.37 0.29 -0.22
H -2.6163 -6.9406 -3.2016 0.16 0.05 0.57
H -1.2309 -6.1142 -3.8185 0.14 0.58 0.14
H -1.5615 -5.1399 -1.5906 -0.37 0.13 0.49
H -3.3833 -5.1287 -1.8013 0.19 -0.20 0.28
H -2.5602 -2.9937 -2.0972 -0.19 -0.48 -0.15
C 4.1908 4.7582 0.9777 1.35 1.06 -0.16
C 3.9003 3.7847 -0.1694 -0.90 1.20 1.36
O 2.6014 3.2647 0.0909 0.10 -1.82 -0.25
H 5.0094 5.4505 0.7338 -0.05 -0.10 -0.27
H 4.5459 4.3239 1.9134 -0.40 -0.56 -0.10
H 3.3549 5.4157 1.2149 -0.27 -0.21 -0.18
H 4.6362 2.9822 -0.1517 -0.28 -0.23 -0.18
H 3.9110 4.2832 -1.1415 0.16 0.00 0.02
H 1.8931 3.9143 0.1996 0.34 0.61 -0.12
C 0.3549 0.4568 0.5359 -0.43 -0.78 -0.38
C 0.6517 -0.3756 -0.7037 -0.26 0.51 -0.45
O -0.2752 -1.4617 -0.7841 0.42 -0.49 -0.03
H 0.6311 1.4906 0.3417 0.45 -0.05 0.50
H 0.7957 -0.0420 1.3990 0.34 0.61 0.17
H -0.7188 0.4450 0.7431 -0.08 0.03 -0.29
H 1.6653 -0.7840 -0.7305 0.03 0.13 0.26
H 0.5431 0.2289 -1.6112 -0.02 0.09 0.09
H 0.1642 -2.1246 -1.3362 -0.31 -0.11 -0.01
C 0.6722 4.7165 3.2757 -1.60 0.57 -0.97
C -0.0865 4.3141 1.9756 2.32 -0.13 0.65
O 0.4847 4.9153 0.8036 -0.28 0.16 -0.10
H 1.7503 4.7702 3.1631 0.02 -0.47 -0.11
H 0.3275 3.9407 3.9588 0.46 0.30 0.58
H 0.3219 5.7095 3.5655 0.07 -0.07 0.42
H -1.1554 4.4848 2.0719 -0.05 -0.19 -0.17
H 0.2187 3.2697 1.8934 -0.87 -0.24 -0.38
H 0.0007 5.6903 0.5094 -0.07 0.01 0.14
C 5.0418 0.9013 2.8271 -0.22 -0.19 0.49
C 3.5606 0.6486 2.5223 0.36 0.51 0.70
O 2.8600 1.8833 2.7251 -0.17 -0.60 -0.50
H 5.4704 1.8092 2.4026 -0.27 -0.09 -0.49
H 5.6819 0.0488 2.5978 -0.01 -0.02 0.00
H 5.0562 1.0832 3.9040 0.32 -0.12 0.03
H 3.1960 -0.0415 3.2862 -0.09 -0.02 0.03
H 3.3511 0.1446 1.5764 0.06 0.47 -0.33
H 2.7824 2.3118 1.8587 -0.07 0.15 -0.09
C -1.4670 4.7716 -2.2669 0.21 -0.08 -0.81
C -0.4460 3.6251 -2.3675 -0.32 -0.41 0.02
O -1.0124 2.5423 -3.1102 0.19 0.20 0.30
H -1.3650 5.4710 -1.4378 0.24 -0.11 0.06
H -2.4847 4.3797 -2.2778 0.04 -0.16 0.31
H -1.3864 5.3198 -3.2081 -0.09 0.28 0.14
H -0.0835 3.2554 -1.4039 -0.17 0.16 0.19
H 0.4429 3.9184 -2.9251 -0.03 0.19 0.02
H -1.7896 2.2507 -2.6114 -0.13 -0.09 -0.29
```
Positions in Å, forces in eV/Å.

Computed properties:
Total energy: -1550.26088 hartree
HOMO-LUMO gap: 9.9 eV
HOMO: -0.34398 Eh
SMILES: CCO.CCO.CCO.CCO.CCO.CCO.CCO.CCO.CCO.CCO
Multiplicity: 1
Energy relative to the best compared isomer or geometry (same formula, charge and spin): 197.9 kJ/mol
Maximum force: 2.649 eV Å⁻¹

Here are the Löwdin charges for atoms 1 to 2, given in e: -0.100, -0.327